Record 1
{
  "formula": "C30H55Cl8FN2O2P",
  "method": "ωB97M-V/def2-TZVPD",
  "lumo_ha": 0.079,
  "homo_ev": -4.720,
  "total_charge": -1,
  "species": ["C", "C", "C", "C", "C", "C", "C", "C", "C", "C", "C", "C", "C", "C", "C", "C", "C", "C", "N", "C", "C", "C", "C", "C", "O", "O", "N", "F", "P", "C", "C", "C", "H", "H", "H", "H", "H", "H", "H", "H", "H", "H", "H", "H", "H", "H", "H", "H", "H", "H", "H", "H", "H", "H", "H", "H", "H", "H", "H", "H", "H", "H", "H", "H", "H", "H", "H", "H", "H", "H", "H", "H", "H", "H", "H", "H", "H", "H", "H", "C", "Cl", "Cl", "H", "H", "C", "Cl", "Cl", "H", "H", "C", "Cl", "Cl", "H", "H", "C", "Cl", "Cl", "H", "H"],
  "coordinates": [[4.3506, 0.2332, 1.3347], [3.1086, -0.5804, 0.8203], [3.4142, -1.0145, -0.6125], [2.3813, -1.9815, -1.2669], [1.3681, -2.6392, -0.3116], [-0.0463, -1.9713, -0.3447], [-0.6364, -2.3012, -1.7483], [-2.1644, -2.1169, -1.8729], [-2.6138, -0.6592, -2.1243], [-4.0688, -0.6616, -2.6610], [-4.8904, 0.4944, -2.0619], [-5.3752, 0.1489, -0.6346], [-5.6099, 1.4130, 0.2409], [-4.3793, 1.6289, 1.1518], [-3.2628, 2.4191, 0.4317], [-2.0926, 2.6604, 1.3789], [-1.2273, 3.8935, 0.9977], [0.1547, 3.4951, 0.4519], [0.2676, 3.6239, -1.0065], [1.0953, 2.7977, -1.6904], [0.9865, 3.1196, -3.0176], [0.0590, 4.1886, -3.1297], [-0.3482, 4.4851, -1.8568], [0.0497, -0.4146, -0.2767], [-0.3253, 0.1862, 0.7712], [0.4743, 0.1958, -1.2843], [-0.9376, -2.4702, 0.7205], [-0.2861, -2.2730, 1.9867], [-1.2946, -4.1785, 0.6387], [-0.3102, -5.0743, 1.9157], [-3.0706, -4.3820, 1.1891], [-3.6177, -3.0398, 1.7345], [4.0896, 1.2424, 1.6652], [5.1417, 0.2708, 0.5812], [4.7985, -0.2836, 2.1949], [2.2308, 0.0545, 0.9306], [3.0763, -1.4605, 1.4728], [4.4219, -1.4353, -0.7083], [3.4288, -0.1008, -1.2227], [2.9552, -2.8010, -1.7262], [1.9023, -1.4815, -2.1051], [1.7255, -2.7733, 0.7096], [1.1930, -3.6549, -0.6981], [-0.1739, -1.6776, -2.5116], [-0.4106, -3.3421, -2.0027], [-2.4906, -2.7067, -2.7441], [-2.7339, -2.5032, -1.0249], [-2.6358, -0.1736, -1.1432], [-1.9264, -0.1488, -2.7989], [-4.0858, -0.6170, -3.7577], [-4.5884, -1.5985, -2.4148], [-4.3102, 1.4214, -2.0647], [-5.7984, 0.6889, -2.6488], [-6.2964, -0.4348, -0.7497], [-4.6483, -0.4863, -0.1219], [-5.7809, 2.2864, -0.3986], [-6.5066, 1.2616, 0.8531], [-4.6676, 2.1742, 2.0607], [-4.0138, 0.6427, 1.4545], [-2.9716, 1.7869, -0.4102], [-3.7395, 3.3456, 0.0872], [-1.4910, 1.7536, 1.4584], [-2.5283, 2.8999, 2.3600], [-1.8098, 4.4998, 0.3003], [-1.1076, 4.5163, 1.8915], [0.3018, 2.4328, 0.6789], [0.9777, 4.0153, 0.9604], [1.7199, 2.0264, -1.2954], [1.5090, 2.6674, -3.8482], [-0.2986, 4.7068, -4.0073], [-1.0264, 5.2452, -1.5070], [-0.7370, -4.9374, 2.9173], [0.7262, -4.7408, 1.9138], [-0.3214, -6.1457, 1.6994], [-3.6639, -4.7043, 0.3324], [-3.1040, -5.1262, 1.9913], [-2.9771, -2.7098, 2.5559], [-3.7128, -2.2629, 0.9814], [-4.6047, -3.2310, 2.1778], [5.2837, 3.4733, -0.7889], [6.2999, 2.0396, -1.0322], [3.6848, 3.2894, -1.5333], [5.1555, 3.6310, 0.2770], [5.7729, 4.3302, -1.2401], [3.9650, -6.3835, 1.8977], [3.6247, -8.1102, 1.6906], [3.1342, -5.4015, 0.6924], [3.6312, -6.0796, 2.8837], [5.0331, -6.2265, 1.8006], [3.3667, -1.3499, 4.9672], [4.6370, -2.5884, 5.0132], [2.0186, -1.8306, 3.9440], [3.0029, -1.1904, 5.9760], [3.7919, -0.4327, 4.5742], [4.2435, 7.1354, -2.1536], [3.0866, 6.5060, -3.3218], [5.8772, 6.5018, -2.4344], [4.2747, 8.2158, -2.2368], [3.9268, 6.8445, -1.1578]],
  "atomic_forces_ev_per_a": [[-0.2, -0.5, 0.3], [2.0, 0.2, 0.4], [-1.1, 0.4, -0.7], [1.0, -0.5, 0.3], [-0.8, -0.1, -0.6], [0.9, 0.4, -0.8], [-1.1, -0.6, 0.5], [0.3, 0.5, -0.9], [-0.9, -1.1, 0.5], [-0.1, 0.5, -0.1], [-0.3, -0.4, 0.1], [-0.1, 0.8, -0.4], [0.3, -0.9, 0.2], [-0.3, 0.5, -0.3], [-0.6, -1.0, 0.7], [-0.3, 0.9, 0.1], [0.0, -0.5, 0.3], [-0.3, 0.0, 0.0], [0.6, -0.7, 1.5], [-0.4, 0.2, -1.4], [0.0, 0.3, -0.8], [0.0, 0.2, 0.0], [-0.3, 0.3, 0.0], [-0.4, 1.8, 0.8], [0.1, -1.0, -0.2], [0.1, -1.1, -0.1], [0.0, -1.0, 0.3], [0.0, 0.4, 0.1], [0.0, -1.0, -1.7], [-0.5, 0.4, 0.6], [0.5, 1.3, 0.6], [-0.4, -0.9, 0.7], [0.1, 0.0, -0.2], [-0.2, 0.2, 0.1], [-0.1, 0.2, 0.0], [-0.3, -0.5, -0.2], [-0.5, 0.3, -0.2], [-0.1, -0.1, 0.4], [0.1, -0.1, 0.1], [0.0, 0.1, 0.1], [-0.3, 0.0, 0.3], [0.1, 0.3, -0.1], [0.0, 0.0, 0.2], [0.2, 0.1, 0.3], [0.0, 0.0, 0.2], [0.1, 0.0, 0.1], [0.2, -0.1, 0.0], [0.4, 0.3, -0.2], [0.0, 0.1, 0.2], [0.1, 0.1, 0.1], [0.2, 0.0, 0.1], [0.0, -0.1, 0.0], [0.2, 0.0, -0.1], [0.1, 0.0, 0.1], [0.0, 0.0, -0.1], [0.0, 0.0, 0.1], [0.1, 0.1, 0.0], [0.0, -0.1, -0.1], [0.1, 0.2, 0.2], [0.3, 0.5, -0.2], [0.4, 0.0, -0.2], [0.0, 0.1, 0.0], [0.0, -0.3, 0.0], [0.3, 0.0, -0.1], [0.2, -0.1, -0.1], [0.0, 0.1, -0.2], [-0.2, 0.3, -0.3], [-0.7, -0.1, 0.6], [0.0, -0.1, 0.2], [0.1, -0.1, -0.1], [0.0, -0.1, 0.0], [0.2, 0.1, 0.0], [-0.1, 0.1, 0.0], [-0.1, 0.1, -0.2], [0.1, -0.2, 0.1], [-0.1, -0.1, -0.2], [0.0, 0.3, -0.2], [0.2, 0.0, 0.0], [0.0, 0.2, -0.2], [-0.1, 0.1, -0.1], [0.2, 0.1, -0.1], [1.1, 0.4, 0.3], [0.0, -0.2, 0.0], [0.0, -0.2, 0.0], [0.0, 0.2, 0.0], [0.0, 0.0, 0.1], [0.1, 0.0, 0.0], [-0.1, 0.0, 0.0], [0.0, -0.1, -0.1], [-0.2, 0.1, -0.1], [0.1, 0.0, 0.1], [-0.1, 0.0, 0.1], [0.0, -0.1, 0.0], [0.1, -0.1, -0.1], [-0.2, 0.0, 0.0], [0.0, 0.1, 0.1], [0.1, 0.2, -0.1], [0.1, 0.0, -0.1], [0.0, -0.1, 0.0]]
}

=====

Record 2
{
  "formula": "H12NaO6",
  "method": "ωB97M-V/def2-TZVPD",
  "lumo_ha": -0.127,
  "homo_ev": -15.633,
  "total_charge": 1,
  "de_lowest_ev": 0.649,
  "species": ["Na", "O", "H", "H", "O", "H", "H", "O", "H", "H", "O", "H", "H", "O", "H", "H", "O", "H", "H"],
  "coordinates": [[-11.1572, -12.8658, -21.9283], [-11.8695, -13.0758, -24.2489], [-11.5076, -13.9496, -24.2253], [-12.7537, -13.2270, -23.9287], [-8.9990, -13.3397, -22.9004], [-8.6122, -13.9602, -22.2693], [-8.9075, -13.7957, -23.7029], [-9.9175, -12.5611, -20.0265], [-9.2100, -13.1184, -19.7194], [-9.5522, -11.6841, -20.2451], [-11.2353, -15.0032, -21.2519], [-10.9209, -15.5863, -20.5329], [-11.9478, -15.5009, -21.7313], [-10.7060, -10.7058, -22.5134], [-11.1473, -10.6232, -23.3443], [-9.9102, -10.2394, -22.7114], [-13.3386, -12.8470, -21.3498], [-13.4559, -12.1815, -20.6691], [-13.8397, -12.5506, -22.1448]],
  "atomic_forces_ev_per_a": [[0.5, 0.1, 0.1], [0.0, 0.7, 0.4], [0.6, -0.9, -0.4], [-0.8, 0.1, -0.2], [-0.2, 0.5, 1.9], [0.0, 0.2, 0.1], [0.3, -0.8, -2.0], [-0.4, 0.8, -0.4], [0.5, 0.0, 0.3], [0.1, -0.6, 0.4], [-0.6, -1.3, -0.4], [-0.4, 0.4, -0.6], [1.0, 0.4, 1.0], [-0.3, -0.2, 0.7], [-0.9, -0.1, -1.0], [1.2, 0.5, 0.2], [-0.4, 0.0, -1.3], [-0.3, 0.2, 0.1], [0.2, 0.0, 1.3]]
}

=====

| no. | frontier orbital gap (hartree) |
| --- | --- |
| 1 | 0.25205 |
| 2 | 0.44800 |